# 1
C8H11N4 | ωB97M-V/def2-TZVPD

```
23
Properties=species:S:1:pos:R:3:forces:R:3:lowdin_charge:R:1
C -0.546 1.667 1.335 -2.2 -0.5 1.3 0.006
C 0.347 0.203 -0.734 0.0 1.1 0.4 -0.241
C -1.527 0.866 0.769 -0.6 1.4 0.8 -0.217
C -1.039 0.077 -0.266 1.1 0.7 -0.8 -0.200
C 1.298 1.157 -0.156 -0.7 -1.2 0.1 0.059
C 1.036 -1.348 -0.731 -1.1 -0.7 -1.5 -0.177
C 0.734 -0.555 -2.007 2.4 -0.4 3.5 0.023
C 3.113 -1.122 0.442 -2.1 -0.7 -1.4 0.077
N 2.264 -1.704 -0.314 1.6 0.3 0.7 0.044
N 0.733 1.682 0.954 1.4 0.8 -0.2 0.006
N -2.929 1.015 1.053 0.7 1.3 2.9 0.089
N -1.844 -0.708 -0.935 -1.6 -1.2 0.0 0.217
H -0.754 2.299 2.206 -0.1 -0.2 -0.4 0.153
H 0.283 -2.119 -0.419 0.5 1.0 -0.2 0.166
H -0.038 -0.889 -2.569 -2.3 -1.0 -1.7 0.072
H 1.599 -0.279 -2.588 0.2 0.6 0.3 0.139
H 4.026 -1.650 0.599 0.7 0.1 0.3 0.089
H 2.827 -0.157 0.851 0.5 0.2 0.2 0.060
H 1.336 2.251 1.550 -0.2 0.0 -0.5 0.158
H -3.096 1.487 2.045 0.4 -1.4 -3.0 0.161
H -3.630 0.280 0.919 0.9 0.2 0.0 0.088
H -1.441 -1.471 -1.406 0.5 -0.8 -1.1 0.096
H -2.753 -0.981 -0.597 -0.1 0.4 0.3 0.133
```
Forces are in eV/Å.

Results
Gap between HOMO and LUMO ... 7.928 eV
E_HOMO ... -12.39 eV
LUMO energy ... -4.47 eV
Molar mass ... 163.2 g mol⁻¹
Total charge ... +1
ΔE to the lowest compared entry with this formula, charge and spin ... 368.3 kJ/mol

# 2
C8H11N4O2P | ωB97M-V/def2-TZVPD

```
26
Properties=species:S:1:pos:R:3:forces:R:3:lowdin_charge:R:1
C -4.863 -1.528 0.275 1.8 -1.9 -0.3 -0.208
C -2.697 0.006 -0.274 -2.6 -0.1 1.0 -0.142
C -2.589 -1.383 -0.203 1.1 1.9 -0.5 -0.371
C -4.023 0.562 0.177 1.1 -1.2 -1.1 -0.461
C -2.368 2.310 -0.183 2.0 0.6 -0.8 -0.444
C 2.513 0.886 0.188 0.5 1.7 0.8 -0.249
C 1.342 -0.039 0.574 -0.3 -1.3 -1.9 -0.210
C -0.460 0.971 -0.630 3.1 -0.4 -3.0 -0.235
N -3.702 -2.103 -0.101 -3.8 -1.2 1.4 0.098
N -5.071 -0.246 0.439 0.5 2.6 0.3 0.044
N -1.855 1.065 -0.558 0.0 0.2 0.9 -0.101
N -1.467 -2.140 -0.225 1.0 -0.4 -0.1 0.161
O 3.768 0.228 0.293 0.6 -0.1 2.0 -0.089
O 0.116 0.655 0.619 -0.5 0.0 0.5 -0.124
P -3.986 2.328 0.271 -2.1 -0.4 0.6 0.997
H -5.745 -2.120 0.578 0.8 -0.3 -0.7 0.114
H -1.712 3.133 -0.383 0.0 0.3 0.1 0.044
H 2.318 1.815 0.898 0.9 -1.6 -1.2 0.159
H 2.738 1.308 -0.819 -1.9 -0.3 0.2 0.130
H 1.554 -0.542 1.544 -0.2 0.7 -0.4 0.142
H 1.138 -0.895 -0.158 1.0 0.8 0.6 0.116
H -0.018 1.958 -1.022 -0.9 -1.2 0.6 0.152
H -0.122 0.193 -1.503 -0.8 1.2 2.1 0.185
H -0.542 -1.704 -0.225 -0.8 -0.5 0.2 0.063
H -1.587 -3.139 -0.004 0.2 1.1 -0.3 0.123
H 4.122 0.272 1.212 -0.5 -0.1 -1.0 0.106
```
Forces are in eV/Å.

Results
Gap between HOMO and LUMO (alpha / beta) ... 5.485 / 5.202 eV
E_HOMO (alpha / beta) ... -4.96 / -8.19 eV
LUMO energy (alpha / beta) ... 0.53 / -2.98 eV
Multiplicity ... 3
Molar mass ... 226.2 g mol⁻¹
Total charge ... 0